{"formula": "C21H45OP3PtSe", "method": "wB97M-V/def2-TZVPD", "elements": ["H", "H", "H", "H", "H", "H", "H", "H", "H", "C", "H", "H", "H", "H", "H", "O", "H", "H", "H", "H", "H", "C", "H", "C", "H", "H", "H", "C", "C", "H", "P", "H", "C", "H", "Pt", "H", "H", "P", "H", "H", "C", "H", "P", "C", "C", "C", "C", "H", "C", "H", "C", "Se", "H", "H", "C", "H", "C", "C", "C", "H", "C", "H", "C", "H", "H", "H", "H", "H", "C", "H", "C", "H"], "xyz": [[-2.249, -1.096, -1.884], [-0.828, 4.417, 1.542], [-0.388, 3.316, 2.862], [-2.920, -2.582, 0.653], [-2.316, 0.668, -1.913], [-0.195, 2.320, -1.782], [2.597, 0.518, -8.373], [1.845, -4.247, 0.604], [2.299, -2.960, 1.750], [-0.644, -3.507, 1.973], [2.487, -0.890, 1.140], [1.828, -0.367, -3.529], [-0.861, 1.539, 5.805], [1.732, 0.172, 3.353], [-3.223, -1.625, 2.120], [-0.299, -0.327, 3.123], [0.242, 2.027, 4.475], [-3.818, -0.269, -1.628], [-0.411, -0.302, -3.321], [2.097, 2.990, 1.651], [-4.510, 1.015, 0.656], [0.960, -0.464, 3.835], [-0.491, 3.933, -1.053], [-3.464, 1.200, 0.951], [-1.765, 2.678, -1.023], [-1.537, -3.015, -0.978], [-3.431, 1.267, 2.047], [2.430, 0.328, -7.311], [-2.738, -0.224, -1.437], [-1.605, 1.286, 3.169], [-0.017, 2.296, 0.643], [1.259, -1.519, 3.752], [-0.687, 2.857, -0.962], [2.300, 2.704, -0.097], [-0.133, -0.095, 0.443], [4.152, -0.251, -4.418], [1.801, 0.877, -1.344], [-2.406, -0.180, 0.355], [0.143, -0.756, 5.813], [-0.143, -4.140, -1.002], [2.069, -0.004, 0.661], [0.270, 0.417, -7.475], [0.164, -2.456, 0.689], [1.633, 3.124, 0.664], [-0.299, 1.183, 4.941], [3.527, 0.141, -6.455], [-0.446, -3.088, -0.912], [4.544, 0.185, -6.843], [1.745, -0.038, -0.752], [-0.004, -2.500, -1.726], [0.673, 0.025, 5.244], [-0.873, -0.016, -4.736], [-4.378, -1.569, 0.760], [-1.984, -0.029, 4.336], [-3.309, -1.628, 1.025], [2.510, -2.702, -0.004], [3.306, -0.106, -5.092], [2.009, -0.168, -4.588], [-1.168, 0.559, 3.874], [-1.938, 3.111, 2.017], [1.128, 0.273, -6.814], [-3.165, 2.169, 0.539], [1.868, -3.156, 0.758], [-0.006, -3.566, 2.867], [1.888, -0.956, -1.323], [-0.777, -4.530, 1.579], [1.525, 4.205, 0.485], [-1.619, -3.114, 2.278], [-0.881, 3.369, 1.882], [1.574, 0.313, 5.786], [0.907, 0.031, -5.439], [2.415, 0.926, 1.112]], "charge": 4, "e_above_lowest_kcal_mol": 19.2, "s2": 6.0385, "spin_multiplicity": 5, "homo_lumo_gap_ev": [6.7936, 4.0341]}